[1]
{"formula": "C27H28Cl2F4N8O7RuS2Sb", "method": "ωB97M-V/def2-TZVPD", "species": ["Ru", "C", "C", "C", "N", "N", "C", "N", "S", "H", "H", "H", "H", "H", "H", "H", "F", "C", "C", "F", "C", "C", "C", "F", "C", "C", "C", "N", "C", "N", "F", "C", "C", "N", "C", "N", "C", "Sb", "C", "C", "H", "H", "H", "H", "H", "H", "H", "H", "H", "Cl", "C", "Cl", "C", "O", "O", "H", "O", "S", "O", "O", "O", "O", "C", "C", "C", "C", "C", "C", "N", "H", "H", "H", "H", "H", "H", "H", "H", "H", "H", "H"], "positions_angstrom": [[-0.401, 0.557, 1.056], [-3.253, 2.395, 5.217], [-3.103, 3.332, 4.016], [-1.752, 3.210, 3.404], [-1.528, 2.731, 2.242], [-0.196, 2.577, 1.942], [0.587, 3.021, 2.892], [1.933, 2.973, 2.806], [-0.269, 3.616, 4.262], [-4.285, 2.391, 5.563], [-2.622, 2.712, 6.050], [-2.976, 1.375, 4.948], [-3.293, 4.370, 4.302], [-3.811, 3.069, 3.229], [2.324, 2.743, 1.906], [2.502, 3.503, 3.440], [-4.066, -3.197, -1.825], [-2.774, -3.277, -2.119], [-2.407, -3.348, -3.447], [-3.363, -3.335, -4.368], [-1.055, -3.367, -3.840], [-0.117, -3.369, -2.791], [-0.493, -3.310, -1.470], [0.465, -3.345, -0.547], [-1.832, -3.230, -1.093], [-2.235, -3.071, 0.309], [-1.739, -1.988, 1.050], [-0.915, -1.129, 0.530], [-3.189, -3.955, 0.853], [-3.952, -4.695, 1.299], [1.186, -3.448, -3.066], [-0.653, -3.357, -5.215], [-1.546, -3.565, -6.289], [-2.217, -3.750, -7.209], [0.673, -3.071, -5.612], [1.734, -2.820, -5.989], [3.980, 0.565, 1.903], [2.087, -0.396, 2.286], [2.342, -0.465, 4.398], [2.696, -2.344, 1.673], [4.766, -0.179, 2.030], [4.154, 1.370, 2.615], [4.025, 0.948, 0.885], [3.304, -0.927, 4.621], [1.545, -1.035, 4.861], [2.339, 0.554, 4.785], [3.114, -2.871, 2.529], [3.451, -2.254, 0.893], [1.837, -2.898, 1.303], [-4.608, 1.447, -2.032], [-3.385, 2.402, -1.179], [-4.118, 3.614, -0.124], [-2.496, 1.473, -0.346], [-2.972, 0.802, 0.559], [-1.246, 1.516, -0.628], [-2.802, 2.930, -1.924], [-0.020, -2.179, 3.318], [-1.192, -1.364, 3.476], [-1.978, -1.490, 4.652], [-0.933, 0.060, 3.123], [-2.228, -1.848, 2.309], [1.595, 0.953, -0.393], [1.879, 0.366, -1.436], [0.877, -0.237, -2.363], [0.523, 0.911, -3.343], [1.700, 1.672, -3.981], [2.510, 2.570, -3.025], [3.590, 1.820, -2.225], [3.153, 0.442, -1.946], [-0.012, -0.570, -1.831], [1.326, -1.072, -2.906], [-0.099, 1.620, -2.795], [-0.095, 0.489, -4.137], [1.274, 2.309, -4.757], [2.366, 0.980, -4.509], [1.816, 3.058, -2.335], [2.991, 3.367, -3.595], [3.812, 2.326, -1.287], [4.520, 1.750, -2.788], [3.250, -0.133, -2.771]], "forces_ev_per_a": [[0.636, 0.191, 0.269], [-0.022, 0.003, -0.003], [-0.023, 0.024, 0.005], [0.130, 0.074, -0.046], [-0.225, 0.156, 0.073], [-0.170, -0.282, 0.051], [0.145, 0.069, 0.041], [-0.023, -0.060, 0.000], [-0.011, -0.003, -0.080], [0.002, 0.011, 0.010], [0.013, -0.010, -0.004], [-0.014, -0.001, -0.008], [-0.005, -0.016, 0.017], [0.012, -0.010, -0.005], [0.003, 0.024, -0.023], [-0.005, -0.002, 0.017], [-0.018, -0.006, -0.015], [0.076, 0.060, 0.065], [0.098, 0.050, -0.004], [-0.011, -0.008, -0.006], [-0.071, -0.020, 0.244], [-0.035, -0.081, -0.093], [-0.101, -0.027, 0.029], [0.020, -0.022, -0.065], [0.033, -0.008, -0.280], [0.115, 0.255, 0.127], [0.018, -0.158, -0.354], [0.224, -0.055, -0.259], [-0.072, -0.108, 0.244], [0.006, -0.007, -0.081], [0.010, -0.034, 0.008], [-0.037, 0.042, 0.014], [-0.093, -0.062, -0.093], [0.004, 0.014, 0.009], [0.174, -0.010, -0.073], [-0.020, 0.047, 0.032], [-0.079, -0.070, -0.065], [-0.067, -0.123, -0.057], [0.083, 0.080, -0.007], [-0.085, -0.002, 0.056], [0.017, -0.017, 0.014], [-0.009, 0.020, 0.032], [-0.028, -0.002, -0.019], [-0.004, 0.008, -0.011], [-0.039, -0.035, -0.014], [-0.005, -0.012, -0.006], [0.028, 0.019, 0.003], [-0.004, 0.000, -0.023], [0.033, 0.047, 0.051], [-0.010, -0.003, -0.012], [0.126, -0.166, -0.184], [-0.040, 0.051, 0.023], [-0.319, 0.095, 0.297], [0.033, -0.043, -0.013], [0.120, 0.052, -0.039], [0.007, -0.015, 0.010], [0.197, -0.104, -0.081], [-0.696, 0.068, 0.137], [0.145, 0.015, 0.162], [0.069, 0.197, -0.172], [-0.184, -0.236, 0.266], [-0.078, 0.022, -0.161], [0.042, 0.089, 0.073], [-0.032, -0.014, -0.014], [-0.037, 0.011, 0.004], [0.018, -0.010, -0.025], [0.017, 0.022, 0.002], [0.022, 0.034, 0.003], [0.038, -0.041, 0.010], [-0.012, 0.019, 0.013], [0.015, 0.026, -0.004], [-0.011, 0.006, -0.007], [0.010, -0.010, -0.002], [-0.005, 0.008, 0.010], [-0.009, -0.005, -0.004], [-0.009, -0.014, 0.006], [-0.002, 0.008, 0.011], [-0.001, 0.006, -0.013], [-0.007, -0.014, -0.002], [-0.005, 0.003, -0.009]], "homo_ev": [-8.32, -9.02], "gap_ha": [0.2891, 0.2109], "lumo_ev": [-0.456, -3.283], "s_squared": 8.84, "spin_multiplicity": 6, "largest_force_ev_per_a": 0.72}

---

[2]
{"formula": "C54H86F10O42", "method": "ωB97M-V/def2-TZVPD", "species": ["C", "O", "C", "C", "O", "C", "C", "O", "C", "H", "H", "H", "H", "H", "H", "H", "H", "H", "H", "H", "H", "H", "H", "C", "O", "C", "C", "O", "C", "C", "O", "C", "H", "H", "H", "H", "H", "H", "H", "H", "H", "H", "H", "H", "H", "H", "C", "O", "C", "C", "O", "C", "C", "O", "C", "H", "H", "H", "H", "H", "H", "H", "H", "H", "H", "H", "H", "H", "H", "C", "O", "C", "C", "O", "C", "C", "O", "C", "H", "H", "H", "H", "H", "H", "H", "H", "H", "H", "H", "H", "H", "H", "C", "C", "O", "C", "O", "O", "F", "H", "H", "H", "C", "C", "O", "C", "O", "O", "F", "H", "H", "H", "C", "C", "O", "C", "O", "O", "F", "H", "H", "H", "C", "C", "O", "C", "O", "O", "F", "H", "H", "H", "C", "C", "O", "C", "O", "O", "F", "H", "H", "H", "C", "C", "O", "C", "O", "O", "F", "H", "H", "H", "C", "C", "O", "C", "O", "O", "F", "H", "H", "H", "C", "C", "O", "C", "O", "O", "F", "H", "H", "H", "C", "C", "O", "C", "O", "O", "F", "H", "H", "H", "C", "C", "O", "C", "O", "O", "F", "H", "H", "H"], "positions_angstrom": [[3.742, 2.076, 0.809], [4.744, 3.043, 0.721], [5.827, 2.690, -0.121], [5.356, 2.258, -1.470], [4.514, 3.239, -2.021], [3.623, 2.646, -2.956], [2.730, 3.836, -3.404], [1.536, 3.852, -2.677], [0.934, 5.081, -2.712], [4.156, 1.132, 1.221], [3.143, 1.913, -0.107], [3.041, 2.468, 1.579], [6.403, 1.807, 0.230], [6.491, 3.560, -0.191], [4.752, 1.372, -1.341], [6.225, 2.004, -2.067], [3.018, 1.859, -2.489], [4.155, 2.202, -3.822], [2.437, 3.772, -4.475], [3.294, 4.747, -3.175], [1.649, 5.903, -2.511], [0.135, 5.124, -1.965], [0.581, 5.244, -3.742], [-7.783, 2.956, -7.666], [-7.731, 1.757, -6.969], [-8.068, 1.944, -5.568], [-7.952, 0.669, -4.851], [-6.596, 0.128, -4.763], [-5.782, 0.769, -3.822], [-4.380, 0.329, -4.085], [-4.027, -0.985, -3.801], [-3.963, -1.369, -2.462], [-6.967, 3.619, -7.333], [-8.755, 3.466, -7.464], [-7.695, 2.728, -8.727], [-9.147, 2.227, -5.502], [-7.499, 2.750, -5.070], [-8.475, -0.107, -5.400], [-8.421, 0.834, -3.889], [-6.111, 0.516, -2.793], [-5.830, 1.859, -3.942], [-3.742, 1.016, -3.491], [-4.162, 0.484, -5.137], [-4.973, -1.293, -1.999], [-3.215, -0.770, -1.893], [-3.684, -2.419, -2.437], [5.423, 0.828, 4.198], [5.543, -0.022, 3.050], [6.892, -0.210, 2.715], [6.978, -0.982, 1.467], [6.663, -2.332, 1.629], [6.934, -3.040, 0.429], [5.811, -3.075, -0.486], [5.505, -1.880, -1.139], [4.364, -2.076, -1.924], [5.792, 0.301, 5.123], [4.390, 1.066, 4.385], [6.028, 1.752, 4.081], [7.441, -0.630, 3.593], [7.374, 0.763, 2.449], [8.062, -0.853, 1.205], [6.390, -0.509, 0.673], [7.122, -4.109, 0.599], [7.861, -2.601, 0.027], [4.950, -3.353, 0.142], [5.897, -3.943, -1.159], [4.435, -2.947, -2.594], [4.150, -1.171, -2.505], [3.516, -2.223, -1.215], [-0.602, -1.469, 3.809], [-0.625, -1.360, 2.384], [-0.272, -0.098, 1.832], [-0.025, -0.299, 0.365], [0.358, 0.931, -0.210], [0.127, 0.969, -1.603], [0.942, -0.049, -2.333], [0.196, -1.217, -2.505], [0.731, -2.146, -3.418], [0.437, -1.440, 4.178], [-1.094, -2.405, 4.101], [-1.110, -0.584, 4.205], [0.641, 0.293, 2.317], [-1.111, 0.589, 2.041], [-0.929, -0.686, -0.108], [0.809, -1.023, 0.245], [0.431, 1.922, -2.070], [-0.920, 0.789, -1.823], [1.837, -0.238, -1.723], [1.206, 0.468, -3.280], [1.792, -2.425, -3.253], [0.626, -1.639, -4.402], [0.123, -3.024, -3.340], [-3.808, 1.531, 6.408], [-3.679, 0.022, 6.344], [-4.759, -0.454, 7.077], [-5.180, 0.539, 7.910], [-6.035, 0.314, 8.732], [-4.504, 1.690, 7.687], [-2.559, -0.348, 7.063], [-4.365, 1.996, 5.612], [-2.840, 1.989, 6.563], [-3.572, -0.445, 5.376], [-0.721, -4.965, 1.376], [-1.161, -3.999, 0.332], [-2.500, -3.872, 0.571], [-2.977, -5.040, 1.195], [-4.144, -5.332, 1.280], [-1.938, -5.767, 1.621], [-0.985, -4.552, -0.929], [-0.517, -4.407, 2.299], [0.106, -5.600, 1.092], [-0.642, -3.057, 0.371], [-0.337, -6.149, 7.948], [1.059, -5.473, 7.805], [1.071, -4.735, 6.615], [-0.070, -5.121, 5.924], [-0.296, -4.675, 4.773], [-0.874, -5.927, 6.623], [2.087, -6.397, 7.821], [-0.958, -5.636, 8.692], [-0.288, -7.201, 8.202], [1.313, -4.783, 8.609], [0.386, 3.852, 0.855], [0.752, 3.958, 2.298], [-0.405, 4.363, 2.934], [-1.120, 5.045, 2.045], [-2.099, 5.669, 2.360], [-0.677, 4.884, 0.776], [1.806, 4.785, 2.615], [-0.017, 2.897, 0.493], [1.209, 4.127, 0.205], [1.041, 2.967, 2.638], [3.530, -2.560, -6.328], [2.825, -2.024, -7.561], [2.697, -0.627, -7.331], [3.183, -0.333, -6.094], [3.205, 0.779, -5.619], [3.650, -1.429, -5.479], [1.613, -2.549, -7.708], [4.544, -2.907, -6.543], [2.979, -3.361, -5.831], [3.390, -2.174, -8.471], [3.246, -1.915, 2.429], [4.062, -2.803, 3.392], [4.000, -4.071, 2.872], [3.040, -4.146, 1.857], [2.761, -5.181, 1.265], [2.597, -2.910, 1.572], [3.533, -2.703, 4.700], [3.992, -1.471, 1.799], [2.566, -1.205, 2.904], [5.074, -2.446, 3.397], [1.539, 1.119, 6.621], [2.094, 2.058, 5.547], [1.177, 3.088, 5.520], [0.027, 2.758, 6.142], [-1.012, 3.417, 6.153], [0.188, 1.571, 6.724], [2.020, 1.404, 4.278], [2.005, 1.273, 7.617], [1.528, 0.060, 6.361], [3.120, 2.408, 5.602], [-4.173, 4.319, -0.167], [-3.889, 2.827, -0.083], [-2.787, 2.635, -0.906], [-2.759, 3.675, -1.872], [-2.093, 3.727, -2.855], [-3.626, 4.653, -1.452], [-4.977, 2.063, -0.562], [-3.613, 4.875, 0.619], [-5.248, 4.565, -0.126], [-3.616, 2.405, 0.891], [-6.085, -0.758, 0.828], [-7.004, -1.556, 1.760], [-6.124, -1.807, 2.870], [-4.906, -1.337, 2.648], [-3.983, -1.535, 3.447], [-4.842, -0.633, 1.561], [-7.406, -2.734, 1.198], [-6.382, 0.272, 0.596], [-5.868, -1.319, -0.079], [-7.861, -1.039, 2.159], [-1.173, 0.538, -6.465], [-0.722, 1.890, -7.038], [-0.437, 1.598, -8.333], [-0.407, 0.262, -8.599], [-0.092, -0.174, -9.687], [-0.687, -0.408, -7.449], [0.526, 2.214, -6.500], [-2.250, 0.362, -6.372], [-0.717, 0.322, -5.505], [-1.396, 2.738, -6.927]], "forces_ev_per_a": [[-0.876, -0.195, 1.175], [0.743, 0.269, -0.127], [0.063, -0.121, 0.040], [-0.416, 0.357, 0.164], [0.295, -0.603, -0.277], [-0.361, 1.422, -0.897], [0.218, -1.083, -0.712], [0.462, -1.334, 1.336], [-0.362, 1.435, -0.523], [-0.263, 0.140, -0.426], [0.426, 0.048, 0.221], [0.365, -0.312, -0.454], [-0.116, 0.410, 0.464], [-0.217, -0.164, 0.165], [0.034, -0.747, -0.017], [0.169, 0.019, -0.535], [-0.022, 0.062, 0.047], [-0.157, 0.259, 0.434], [0.582, 0.103, 0.319], [0.049, -0.043, -0.355], [-0.134, -0.263, 0.165], [-0.009, -0.038, -0.390], [-0.499, 0.302, 0.261], [-0.449, 0.801, 0.198], [-0.077, -0.415, 1.805], [-0.570, 0.740, -1.597], [1.429, -1.485, -0.084], [-1.671, 0.544, -0.084], [-0.663, -0.347, 0.205], [1.111, 1.045, 0.822], [0.008, -0.727, -0.725], [-0.450, 0.328, 0.615], [-0.157, 0.048, -0.280], [0.504, -0.106, -0.323], [0.050, 0.125, 0.029], [0.550, 0.059, -0.088], [0.099, -0.127, -0.478], [-0.287, -0.035, 0.041], [0.087, -0.356, 0.617], [0.139, 0.188, -0.244], [0.130, 0.020, 0.123], [0.098, -0.113, -0.181], [-0.043, 0.019, -0.157], [0.591, 0.069, 0.004], [-0.450, -0.231, -0.197], [0.135, 0.004, -0.005], [1.026, -0.581, 0.582], [-0.577, 0.844, 1.014], [0.187, 0.954, 0.732], [1.635, 0.210, -0.492], [-0.225, -0.560, 0.112], [1.813, -0.079, 0.489], [-1.874, -0.656, -0.305], [0.842, 0.102, -0.500], [-1.311, 0.461, 0.419], [-0.127, 0.319, -0.784], [-0.332, 0.041, -0.400], [-0.399, -0.373, -0.082], [-0.172, -0.038, -0.712], [-0.321, -0.277, 0.451], [-0.582, -0.400, -0.292], [-0.065, -0.053, 0.102], [0.185, 0.317, 0.750], [-0.249, -0.298, -0.336], [-0.179, -0.042, 0.010], [0.255, 0.369, -0.358], [0.114, 0.166, 0.123], [0.260, -0.198, 0.041], [0.116, -0.167, -0.609], [0.183, 0.786, -0.651], [0.308, -0.588, -0.274], [-0.200, -0.306, 1.333], [0.492, -0.295, -0.032], [-0.247, 0.663, 0.208], [0.233, 0.278, -0.447], [0.237, 0.322, -0.406], [-0.003, -0.472, 0.519], [0.292, 1.111, -0.626], [-0.151, -0.193, -0.038], [0.149, 0.413, -0.146], [-0.223, -0.213, 0.360], [-0.172, 0.035, -0.085], [0.264, 0.166, -0.252], [-0.025, -0.116, -0.123], [-0.541, 0.032, -0.004], [-0.268, 0.091, 1.075], [-0.397, 0.054, -0.029], [0.269, -0.029, -0.355], [0.197, -0.851, -0.053], [-0.387, 0.317, 0.150], [0.292, -0.802, 0.006], [-0.327, -0.490, -0.199], [0.428, -0.252, 1.551], [0.431, 0.045, 0.203], [-0.111, 0.308, -0.668], [-1.270, -0.688, 1.459], [1.260, 0.994, -0.967], [-0.666, -0.610, -0.703], [0.549, 0.020, 0.036], [-0.288, 0.051, -0.282], [0.135, 0.181, -0.370], [-0.448, -0.104, -0.263], [-0.428, -0.365, 1.143], [0.508, -0.655, -0.175], [-1.567, -0.297, 0.315], [-1.158, -0.199, -0.390], [1.906, 0.753, -0.068], [0.626, 0.822, -0.367], [0.042, 0.147, -0.169], [0.136, -0.319, -0.147], [-0.007, -0.168, -0.027], [-0.019, 0.431, -0.090], [0.751, 1.210, -0.628], [0.690, 0.140, 1.470], [-1.724, -1.568, 0.064], [-0.310, 2.359, -4.495], [0.692, -1.940, 4.439], [0.381, -0.002, 0.120], [-0.511, 0.020, -0.456], [0.115, -0.004, -0.339], [0.145, -0.147, -0.326], [-0.215, -0.029, 0.083], [-0.465, 1.570, -1.025], [1.111, -2.404, 0.540], [0.791, -0.004, 0.349], [-2.217, 1.164, -0.509], [0.587, -0.314, -0.569], [0.511, -0.658, 0.615], [-0.539, 0.204, -0.495], [0.102, 0.143, 0.627], [0.092, 0.221, -0.165], [-0.031, 0.027, 0.481], [0.572, -0.179, 0.168], [0.649, 0.621, -0.123], [0.401, -0.487, 0.444], [-0.145, 1.918, 0.505], [-0.075, -1.728, -0.673], [-0.154, 0.135, 0.330], [-1.026, -0.465, -0.057], [-0.160, -0.044, -0.110], [-0.127, 0.195, -0.087], [-0.014, 0.025, -0.325], [0.690, -1.740, -0.262], [-0.900, 1.595, 0.363], [-1.031, -0.658, -0.457], [0.236, -1.718, -0.858], [0.584, 2.853, 1.677], [-0.500, -0.065, 0.558], [0.370, -0.531, -1.029], [0.030, 0.836, -0.312], [-0.092, -0.349, -0.236], [0.486, -0.187, 0.516], [0.101, 0.383, 0.646], [-0.488, -1.159, -1.005], [0.555, 1.182, -0.470], [-3.015, 1.104, 0.156], [3.215, -1.764, -0.118], [-0.489, -0.409, 0.388], [0.025, 0.330, 0.887], [-0.029, -0.116, -0.677], [0.178, 0.225, -0.156], [-0.132, 0.187, 0.323], [0.213, 0.078, 0.350], [-0.041, -0.572, 0.407], [0.003, 0.782, -1.502], [-0.614, 0.511, 0.862], [-0.470, -0.497, 0.935], [0.498, -0.686, -0.408], [0.658, 0.589, 0.155], [-0.394, -0.341, -0.459], [0.553, -0.166, -0.166], [-0.351, 0.261, -0.106], [0.406, 0.506, -0.150], [1.155, -0.072, 0.523], [-1.683, -0.666, -0.382], [2.779, -1.221, 3.420], [-1.967, 0.796, -2.030], [-0.042, 0.590, -1.516], [0.274, 0.525, 0.253], [-0.271, -0.475, 0.018], [-0.183, 0.016, -0.010], [-0.381, 0.053, -0.088], [-0.151, -0.470, -0.197], [1.007, -0.849, 1.037], [-0.696, 0.321, -1.953], [1.107, -0.581, -1.132], [-0.890, 0.498, 2.541], [-0.071, 0.370, -0.592], [-0.721, 0.228, 0.540], [0.141, 0.460, -0.126], [0.205, 0.040, 0.025], [0.110, -0.043, -0.032]], "homo_ev": -9.73, "gap_ha": 0.3590, "lumo_ev": 0.040, "largest_force_ev_per_a": 5.09}